Entry from the Open Molecules 2025 dataset: C28H23Br2CaN4O4 as an isolated structure (wB97M-V/def2-TZVPD).

Calculated values
- HOMO (eV) = -10.9
- net charge = +1
- HOMO-LUMO gap (Eh) = 0.2582

Element x y z (Å)
Ca -0.869 -1.051 -1.201
C -4.216 -0.374 -1.342
O -3.027 -0.083 -0.596
C -2.958 1.145 0.032
C -3.994 2.059 0.051
C -3.823 3.269 0.713
Br -5.252 4.499 0.739
C -2.631 3.585 1.329
C -1.585 2.666 1.298
C -1.761 1.440 0.676
O -0.777 0.461 0.694
C -0.300 2.995 1.932
N -0.158 3.544 3.095
C 1.216 3.668 3.279
C 1.921 4.201 4.354
C 3.299 4.224 4.266
C 3.970 3.725 3.140
C 3.284 3.178 2.072
C 1.900 3.160 2.169
N 0.908 2.678 1.318
H -4.375 0.375 -2.118
H -5.080 -0.422 -0.680
H -4.055 -1.339 -1.814
H -4.933 1.852 -0.440
H -2.487 4.529 1.835
H -0.024 0.798 1.207
H 1.396 4.589 5.216
H 3.879 4.640 5.079
H 5.050 3.770 3.109
H 3.805 2.794 1.204
H 1.009 2.635 0.313
Br 6.016 -2.541 -4.462
C 4.491 -2.583 -3.354
C 3.262 -2.191 -3.864
C 2.150 -2.211 -3.042
C 2.256 -2.649 -1.726
C 3.497 -3.025 -1.221
C 4.616 -2.990 -2.035
N 1.077 -2.666 -0.942
C 0.878 -3.596 -0.100
C -0.313 -3.673 0.763
C -0.281 -4.542 1.844
C -1.385 -4.612 2.681
C -2.479 -3.812 2.406
C -2.424 -2.964 1.308
N -1.370 -2.887 0.501
H 3.179 -1.870 -4.892
H 1.183 -1.916 -3.435
H 3.607 -3.311 -0.182
H 5.584 -3.270 -1.644
H 1.597 -4.408 0.026
H 0.594 -5.153 2.023
H -1.387 -5.280 3.532
H -3.362 -3.833 3.027
H -3.259 -2.316 1.073
C -1.046 1.073 -4.740
C -0.928 0.289 -3.463
O -0.312 0.787 -2.472
O -1.469 -0.862 -3.390
H -2.030 1.546 -4.763
H -0.983 0.404 -5.596
H -0.287 1.848 -4.789

Atomic partial charges in e from the Mulliken method, atoms 1 to 2: atom 1 (Ca): 1.779, atom 2 (C): -1.222



Entry from the Open Molecules 2025 dataset: C28H23F2N4OPRuS3 as an isolated structure in a non-equilibrium geometry (wB97M-V/def2-TZVPD).

Calculated values
- HOMO (alpha / beta) (eV) = -2.1 / -5.6
- net charge = -1
- HOMO-LUMO gap (alpha / beta) (Eh) = 0.1598 / 0.2277
- 2S+1 = 6
- energy above the lowest of the compared OMol25 structures with the same formula, charge and spin (eV) = 0.0000

Element x y z (Å)
Ru 0.307 -1.676 -0.553
S -1.854 -1.335 0.679
C -2.802 -2.230 -0.318
C -4.230 -1.968 -0.302
N -5.364 -1.726 -0.267
C -2.359 -3.188 -1.290
S -0.832 -3.639 -1.704
C -3.351 -3.843 -2.120
N -4.022 -4.463 -2.834
O 0.814 -4.076 0.848
C 0.816 -2.883 0.901
C 1.120 -2.111 2.161
C 1.039 -2.802 3.351
C 1.360 -2.173 4.550
C 1.741 -0.822 4.495
C 1.753 -0.122 3.283
C 1.406 -0.758 2.099
P 1.262 0.130 0.516
C 0.360 1.567 1.094
C 0.554 2.807 0.483
C -0.002 3.925 1.137
C -0.876 3.745 2.214
C -1.213 2.445 2.630
C -0.611 1.346 2.061
C 2.896 0.676 -0.064
C 3.064 1.013 -1.415
C 4.310 1.447 -1.840
C 5.385 1.539 -0.928
C 5.192 1.165 0.395
C 3.946 0.720 0.852
H 0.685 -3.835 3.279
H 1.465 -2.673 5.505
H 2.029 -0.279 5.370
H 2.038 0.910 3.323
H 1.153 2.948 -0.408
H 0.246 4.902 0.744
H -1.328 4.631 2.654
H -1.933 2.294 3.428
H -0.927 0.358 2.365
H 2.259 0.909 -2.159
H 4.451 1.686 -2.888
H 6.356 1.876 -1.262
H 6.007 1.211 1.079
H 3.801 0.393 1.876
F 2.494 -1.831 -2.534
C 2.053 -2.187 -1.289
F 3.152 -2.279 -0.412
H 1.818 -3.267 -1.415
C -3.240 -0.830 -3.715
N -2.996 0.232 -2.763
C -4.094 1.076 -2.272
C -3.358 2.248 -1.643
N -1.986 1.786 -1.580
C -1.804 0.659 -2.292
S -0.344 -0.110 -2.624
H -3.402 -0.366 -4.688
H -4.097 -1.437 -3.425
H -2.335 -1.424 -3.882
H -4.695 0.529 -1.535
H -4.742 1.383 -3.094
H -3.759 2.459 -0.632
H -3.505 3.152 -2.257
H -1.273 2.171 -0.968

Atomic partial charges in e from the Mulliken method, atoms 1 to 2: atom 1 (Ru): 0.459, atom 2 (S): -0.465